Here is a structure of composition C61H49Br2FGeN5OS2Sr from the Open Molecules 2025 dataset. Energies are from wB97M-V/def2-TZVPD.

Positions of all 123 atoms, in Å:
1 Sr -0.1808 -0.0590 0.0902
2 S -0.8137 -1.9005 -2.4334
3 C -2.4123 -1.5927 -2.8641
4 C -2.7626 -1.6316 -4.2446
5 C -4.0421 -1.4395 -4.6884
6 C -4.3327 -1.5045 -6.0914
7 N -4.5626 -1.5685 -7.2169
8 C -5.0823 -1.1891 -3.7415
9 C -4.7846 -1.1385 -2.4068
10 C -3.4636 -1.3186 -1.9049
11 S -3.2269 -1.2080 -0.2368
12 C -6.4371 -0.9961 -4.1721
13 N -7.5269 -0.8378 -4.5050
14 H -1.9720 -1.8207 -4.9578
15 H -5.5718 -0.9437 -1.6909
16 C -3.0752 2.1967 -1.2583
17 C -1.9507 2.2915 -2.2472
18 C -2.1339 3.0541 -3.4246
19 C -1.1331 3.1455 -4.3416
20 C 0.0904 2.4751 -4.1174
21 C 1.2007 2.5040 -4.9907
22 Br 1.1249 3.5020 -6.6177
23 C 2.3504 1.8263 -4.6915
24 C 2.4448 1.0851 -3.5144
25 Br 4.0468 0.1585 -3.1087
26 C 1.4042 0.9894 -2.5797
27 O 1.4753 0.3219 -1.5069
28 C 0.1939 1.7280 -2.9216
29 N -0.8230 1.6560 -2.0132
30 H -3.4841 3.1843 -1.0359
31 H -2.7503 1.7458 -0.3227
32 H -3.8855 1.5844 -1.6617
33 H -3.0784 3.5604 -3.5812
34 H -1.2615 3.7270 -5.2452
35 H 3.1938 1.8589 -5.3674
36 C 1.0705 -1.0483 4.6373
37 C 2.5315 -1.0514 4.1714
38 C 3.4401 -1.6495 5.2448
39 C 2.9399 0.3429 3.7446
40 C 3.4442 1.2563 4.6595
41 C 3.7768 2.5465 4.2737
42 C 3.6391 2.9093 2.9448
43 C 3.1731 2.0086 1.9900
44 C 3.1573 2.4097 0.5303
45 C 4.5081 2.9571 0.0682
46 C 2.0468 3.4206 0.2468
47 C 2.7655 0.7157 2.3948
48 N 2.2247 -0.2348 1.5058
49 C 3.1260 -1.0277 0.8960
50 C 4.5386 -0.9228 1.0045
51 C 5.4033 -1.7605 0.3130
52 C 4.9321 -2.7616 -0.5220
53 C 3.5480 -2.9132 -0.6430
54 C 2.7135 -2.0835 0.0489
55 F 1.3620 -2.2875 -0.0813
56 H 0.7099 -2.0706 4.7960
57 H 0.4366 -0.5636 3.8925
58 H 0.9661 -0.4948 5.5764
59 H 2.5957 -1.6857 3.2857
60 H 3.3361 -1.1282 6.1998
61 H 4.4879 -1.6055 4.9412
62 H 3.1757 -2.6963 5.4161
63 H 3.5649 0.9658 5.6973
64 H 4.1432 3.2604 5.0030
65 H 3.9179 3.9115 2.6350
66 H 2.9513 1.5136 -0.0480
67 H 4.7512 3.9065 0.5562
68 H 4.4859 3.1282 -1.0108
69 H 5.3089 2.2458 0.2799
70 H 2.1747 4.3292 0.8433
71 H 1.0650 3.0148 0.5054
72 H 2.0346 3.7017 -0.8097
73 H 4.9440 -0.1428 1.6376
74 H 6.4730 -1.6168 0.4266
75 H 5.6079 -3.4040 -1.0712
76 H 3.1107 -3.6703 -1.2826
77 N -0.8104 -1.8181 2.0456
78 C -1.4410 -2.3699 2.8275
79 C -2.2423 -2.8839 3.9017
80 C -2.3584 -2.1025 5.0512
81 C -3.1395 -2.5577 6.0994
82 C -3.7959 -3.7778 6.0023
83 C -3.6757 -4.5497 4.8539
84 C -2.8988 -4.1059 3.7970
85 H -1.8424 -1.1510 5.1085
86 H -3.2358 -1.9535 6.9919
87 H -4.4078 -4.1276 6.8243
88 H -4.1924 -5.4976 4.7797
89 H -2.8012 -4.6898 2.8918
90 C -0.5053 1.4801 7.0775
91 C -1.7513 1.1413 6.5661
92 C -2.0311 1.3391 5.2176
93 C -1.0791 1.8632 4.3381
94 C 0.1745 2.1739 4.8733
95 C 0.4564 2.0018 6.2219
96 Ge -1.3943 2.0892 2.3608
97 C -3.4113 2.1099 2.4022
98 C -4.0885 0.8877 2.4181
99 C -5.4753 0.8112 2.4183
100 C -6.2310 1.9751 2.3911
101 C -5.5842 3.2041 2.3691
102 C -4.1951 3.2660 2.3773
103 C -1.0946 4.0752 2.1754
104 C -1.1408 4.6243 0.8908
105 C -0.9658 5.9821 0.6607
106 C -0.7217 6.8393 1.7259
107 C -0.6595 6.3191 3.0110
108 C -0.8465 4.9577 3.2278
109 H -0.2850 1.3356 8.1292
110 H -2.5151 0.7363 7.2235
111 H -3.0221 1.0938 4.8480
112 H 0.9571 2.5471 4.2191
113 H 1.4403 2.2563 6.5998
114 H -3.5134 -0.0354 2.4118
115 H -5.9634 -0.1571 2.4149
116 H -7.3138 1.9249 2.3758
117 H -6.1661 4.1195 2.3445
118 H -3.7108 4.2367 2.3630
119 H -1.2935 3.9677 0.0404
120 H -1.0028 6.3693 -0.3517
121 H -0.5718 7.8991 1.5542
122 H -0.4640 6.9766 3.8517
123 H -0.8032 4.5807 4.2433

Its total charge is -2. Its relative energy (zero: lowest compared OMol25 entry of this formula, charge and spin) is 0.9575 eV. The calculation puts the energy at -295381.5244 eV. For the HOMO-LUMO gap (spin up / spin down), the calculation gives 5.65 / 3.98 eV. Its spin multiplicity is 2. The calculation puts the HOMO energy (spin up / spin down) at -2.0763 / -2.0756 eV. As for the LUMO energy (spin up / spin down): 3.6 / 1.9 eV. As for the maximum force: 0.756 eV/A.



Here is a structure of composition C61H50ClFLaNO6P3Si from the Open Molecules 2025 dataset. Energies are from wB97M-V/def2-TZVPD.

Positions of all 125 atoms, in Å:
1 La 1.3487 1.2960 0.4114
2 C 0.3658 3.5751 -5.8182
3 C 0.6219 2.2010 -6.0134
4 C -0.0034 1.2647 -5.2396
5 C -0.9323 1.5617 -4.2623
6 C -1.2639 2.9019 -4.0728
7 C -0.6131 3.8823 -4.8504
8 P -1.5251 0.1487 -3.2179
9 C -2.2552 -0.8660 -4.5893
10 C -2.8624 -0.3136 -5.7361
11 C -3.2964 -1.1849 -6.7161
12 C -3.2411 -2.5894 -6.5092
13 C -2.6061 -3.0926 -5.3967
14 C -2.1699 -2.2415 -4.3719
15 C -3.0264 0.7969 -2.3043
16 C -4.0342 1.3091 -3.1092
17 C -5.0572 2.0848 -2.5740
18 C -5.0771 2.2507 -1.1895
19 C -4.0893 1.6545 -0.3662
20 C -3.0581 0.8562 -0.8998
21 Si -1.6626 0.0751 0.2983
22 C -2.7350 0.2512 1.9839
23 C -4.0515 -0.1899 1.8215
24 C -5.0505 0.2583 2.6685
25 C -4.6764 1.2250 3.6290
26 C -3.3246 1.4894 3.8828
27 C -2.3512 0.9975 3.0695
28 P -0.5132 1.0925 3.3115
29 C -0.3844 2.1208 4.8148
30 C -0.2059 3.5081 4.6492
31 C -0.1140 4.3375 5.7318
32 C -0.0657 3.8082 7.0637
33 C -0.2091 2.4399 7.2561
34 C -0.4324 1.6098 6.1041
35 C -0.2125 -0.5368 4.1279
36 C -1.1200 -1.5482 4.3765
37 C -0.8011 -2.7214 5.0584
38 C 0.4701 -2.8554 5.5690
39 C 1.4015 -1.8514 5.3633
40 C 1.1112 -0.7090 4.6421
41 C -1.7330 -1.8376 -0.3140
42 C -2.9459 -2.3940 -0.7223
43 C -3.0573 -3.6881 -1.1889
44 C -1.9294 -4.5517 -1.2239
45 C -0.7126 -4.0009 -0.7943
46 C -0.6224 -2.6380 -0.3985
47 P 1.0382 -1.9511 -0.1188
48 C 1.7898 -2.9947 1.1990
49 C 3.1419 -2.7329 1.4215
50 C 3.8619 -3.4663 2.3366
51 C 3.2359 -4.4573 3.0513
52 C 1.8769 -4.7420 2.8101
53 C 1.1602 -4.0553 1.8707
54 C 1.8717 -2.7589 -1.6003
55 C 2.6114 -3.9354 -1.5074
56 C 3.1597 -4.4430 -2.6824
57 C 2.8740 -3.9932 -3.9467
58 C 2.0585 -2.8599 -4.0241
59 C 1.6443 -2.2479 -2.8621
60 H 0.8150 4.3794 -6.3633
61 H 1.3122 1.8427 -6.7368
62 H 0.3309 0.2529 -5.4188
63 H -2.0047 3.1428 -3.3372
64 H -0.8046 4.9004 -4.7199
65 H -2.9458 0.7714 -5.9126
66 H -3.6993 -0.8718 -7.6597
67 H -3.5878 -3.2560 -7.2793
68 H -2.5538 -4.1358 -5.2163
69 H -1.7808 -2.6344 -3.4284
70 H -3.9290 1.1877 -4.1875
71 H -5.8218 2.5068 -3.1928
72 H -5.7307 2.9749 -0.6813
73 H -4.1472 1.9501 0.6390
74 H -4.2645 -0.9156 1.0004
75 H -6.1415 0.0230 2.5975
76 H -5.4690 1.6587 4.1916
77 H -3.1112 2.1579 4.7704
78 H -0.1004 3.8647 3.5978
79 H 0.0397 5.4184 5.6395
80 H 0.0490 4.5054 7.8964
81 H -0.2798 1.9243 8.2017
82 H -0.5405 0.5163 6.3086
83 H -2.1224 -1.5023 3.9804
84 H -1.5799 -3.4690 5.0614
85 H 0.6720 -3.7830 6.1631
86 H 2.3996 -1.9898 5.7349
87 H 1.8549 0.0494 4.4949
88 H -3.7367 -1.6926 -0.8024
89 H -3.9906 -4.1570 -1.6034
90 H -1.9467 -5.4774 -1.7450
91 H 0.2252 -4.5733 -0.9329
92 H 3.5976 -1.8206 1.0188
93 H 4.9061 -3.1752 2.5414
94 H 3.7879 -4.9937 3.7882
95 H 1.4570 -5.5930 3.3413
96 H 0.1532 -4.3135 1.6801
97 H 2.7781 -4.4559 -0.5907
98 H 3.8712 -5.3135 -2.5956
99 H 3.2535 -4.5061 -4.8820
100 H 1.8346 -2.3614 -4.9406
101 H 1.0950 -1.3199 -2.8499
102 O 5.4954 1.4755 -1.9356
103 C 4.6749 1.5493 -0.9036
104 O 4.2624 0.6440 -0.2274
105 C 4.3789 2.9971 -0.5626
106 C 5.3081 3.9937 -0.8713
107 C 5.0156 5.2675 -0.3665
108 C 3.9111 5.4146 0.4856
109 C 3.0506 4.3426 0.6894
110 N 3.2472 3.1501 0.1186
111 C 1.7052 4.4603 1.5477
112 O 1.4871 5.5092 2.1860
113 O 1.0022 3.4654 1.4092
114 H 5.6273 0.5280 -2.1684
115 H 6.2077 3.8324 -1.4855
116 H 5.6721 6.0985 -0.4847
117 H 3.6236 6.3501 0.9376
118 O -0.0039 2.9625 -1.3472
119 H -0.2001 3.8687 -1.2287
120 H 0.6012 2.8431 -2.1108
121 O 5.2215 -0.8907 3.0907
122 H 4.5784 -1.4825 3.4738
123 H 4.6357 -0.2995 2.5959
124 Cl 2.1843 1.0356 -2.4619
125 F 2.5477 0.6196 2.1470

Its total charge is -1. Its relative energy (zero: lowest compared OMol25 entry of this formula, charge and spin) is 0.0000 eV. The calculation puts the energy at -129695.7063 eV. For the HOMO-LUMO gap, the calculation gives 6.47 eV. The calculation puts the HOMO energy at -4.3264 eV. As for the LUMO energy: 2.1 eV. As for the maximum force: 3.668 eV/A.